[1]
{
  "formula": "CH3NO2S",
  "method": "ωB97M-V/def2-TZVPD",
  "elements": ["O", "N", "S", "C", "O", "H", "H", "H"],
  "xyz": [[2.7710, -0.2780, 0.1195], [1.6488, 0.0379, -0.0694], [0.4518, -0.8902, 0.7707], [-0.9213, 0.1254, 0.2540], [-1.2747, 0.0176, -1.0693], [-1.5451, -0.4233, 0.9441], [-0.6108, 1.1214, 0.6956], [-0.5197, 0.2892, -1.6453]],
  "atomic_forces_ev_per_a": [[0.76, -0.12, -0.08], [-0.18, 0.29, -0.01], [1.03, -0.76, -0.12], [1.56, 0.35, 1.34], [0.32, 0.47, -0.73], [-1.69, 0.65, -0.24], [-1.01, -0.65, -0.98], [-0.79, -0.24, 0.81]],
  "lowdin_charge": [-0.100, -0.391, 0.925, -0.602, -0.087, 0.047, 0.100, 0.108],
  "homo_ev": -9.33,
  "homo_lumo_gap_ev": 9.09,
  "total_charge": 0,
  "lumo_ev": -0.24,
  "smiles": "O=NSCO",
  "spin_multiplicity": 1
}

***

[2]
{
  "formula": "CH3NO2S",
  "method": "ωB97M-V/def2-TZVPD",
  "elements": ["O", "N", "O", "C", "S", "H", "H", "H"],
  "xyz": [[1.3050, 0.5135, -0.8669], [0.8876, -0.2424, -0.0376], [1.6173, -1.1240, 0.6080], [-0.5928, -0.4108, 0.1778], [-1.1531, 1.3498, 0.6640], [-1.0245, -0.6947, -0.8977], [-0.6732, -1.2889, 0.7861], [-0.3662, 1.8976, -0.4336]],
  "atomic_forces_ev_per_a": [[0.09, 0.23, 0.29], [2.37, -4.48, 1.57], [-2.42, 3.39, -2.11], [-0.33, 1.61, -3.10], [1.15, -0.98, -1.67], [0.94, 0.81, 2.32], [-0.46, 0.28, 0.99], [-1.35, -0.86, 1.73]],
  "lowdin_charge": [0.042, -0.450, 0.001, -0.396, 0.658, 0.135, 0.073, -0.063],
  "homo_ev": -10.08,
  "homo_lumo_gap_ev": 9.52,
  "total_charge": 0,
  "lumo_ev": -0.56,
  "smiles": "O=[N+]([O-])CS",
  "spin_multiplicity": 1
}

***

[3]
{
  "formula": "CH3NO2S2",
  "method": "ωB97M-V/def2-TZVPD",
  "elements": ["C", "N", "O", "O", "S", "S", "H", "H", "H"],
  "xyz": [[0.2786, 1.7193, 0.5966], [-1.2474, -0.9797, -0.3376], [0.3757, -2.7991, -0.0665], [1.4765, 0.0395, -0.9177], [0.1107, -1.3962, 0.2309], [0.6071, 1.2264, -0.8867], [-0.4301, 2.4306, 0.6362], [0.7503, 1.3701, 1.4545], [-1.9214, -1.6108, -0.7097]],
  "atomic_forces_ev_per_a": [[1.85, -1.56, -1.78], [1.44, 1.63, 1.68], [1.00, 0.37, 0.63], [1.12, 0.27, -0.66], [-3.35, -2.47, -0.93], [-0.43, 0.85, 0.04], [-2.29, 2.58, 0.24], [0.64, -0.73, 1.34], [0.02, -0.93, -0.57]],
  "lowdin_charge": [-0.279, -0.309, -0.473, -0.665, 0.830, 0.888, -0.016, 0.021, 0.002],
  "homo_ev": -10.03,
  "homo_lumo_gap_ev": 9.17,
  "total_charge": 0,
  "lumo_ev": -0.87,
  "spin_multiplicity": 1
}

***

[4]
{
  "formula": "CH3NO2S2",
  "method": "ωB97M-V/def2-TZVPD",
  "elements": ["C", "N", "O", "O", "S", "S", "H", "H", "H"],
  "xyz": [[-0.8517, -1.0450, 0.2323], [0.0419, 1.4885, -0.0840], [1.4273, 1.4122, -0.0929], [-0.3531, 1.5522, 1.1870], [-1.0230, -0.9233, 1.7923], [-1.0633, -1.9166, -1.1514], [1.6758, 1.3905, -1.0257], [0.3861, 1.3501, 1.7941], [-1.6009, -3.1083, -0.7565]],
  "atomic_forces_ev_per_a": [[-0.09, -0.02, 0.64], [-0.14, -0.19, -0.55], [-0.11, 0.00, 0.67], [0.61, 0.98, 0.08], [-0.14, -0.92, -0.56], [0.07, 0.04, -0.18], [-0.24, -0.02, -0.01], [0.02, 0.00, -0.29], [0.01, 0.12, 0.20]],
  "lowdin_charge": [-1.186, -0.095, -0.053, -0.174, 0.711, 0.729, 0.099, 0.084, -0.116],
  "homo_ev": [-8.29, -7.55],
  "homo_lumo_gap_ev": [7.77, 7.63],
  "total_charge": 0,
  "lumo_ev": [-0.52, 0.08],
  "spin_multiplicity": 1
}

***

[5]
{
  "formula": "CH3NO2S2",
  "method": "ωB97M-V/def2-TZVPD",
  "elements": ["C", "N", "O", "O", "S", "S", "H", "H", "H"],
  "xyz": [[-1.9935, 0.8800, -0.2318], [-0.3517, -1.6158, 0.0104], [-2.6192, -1.4930, -1.1785], [-2.5068, -0.8464, 1.2740], [-3.4772, 1.3195, -0.0397], [-1.8190, -1.0754, -0.0276], [0.3524, 2.0009, 0.7019], [0.3750, 1.4829, 1.2101], [0.1460, -1.4960, 0.9069]],
  "atomic_forces_ev_per_a": [[-3.89, 1.55, 0.02], [-2.31, 0.96, -0.55], [1.38, 1.04, 1.51], [1.13, -0.89, -1.76], [2.58, 0.84, -0.83], [1.90, -3.76, 1.99], [0.01, 0.45, -0.42], [0.04, -0.44, 0.46], [-0.85, 0.25, -0.42]],
  "lowdin_charge": [-0.526, -0.185, -0.324, -0.424, 0.914, 0.450, 0.034, 0.035, 0.026],
  "homo_ev": [-10.42, -10.42],
  "homo_lumo_gap_ev": [7.41, 7.41],
  "total_charge": 0,
  "lumo_ev": [-3.01, -3.01],
  "spin_multiplicity": 1
}

***

[6]
{
  "formula": "CH3NO2S2",
  "method": "ωB97M-V/def2-TZVPD",
  "elements": ["C", "N", "O", "O", "S", "S", "H", "H", "H"],
  "xyz": [[2.2059, 0.0631, -0.0893], [-0.1451, -1.4714, 0.0911], [-0.0202, 0.8827, 0.9140], [1.1726, -0.8447, 2.3075], [2.3688, 1.3939, -0.8673], [0.7427, -0.3266, 1.0245], [2.9764, -1.1039, -0.2638], [-0.4180, -2.3568, 0.5548], [-0.7738, -1.0534, -0.5031]],
  "atomic_forces_ev_per_a": [[1.54, -5.64, 0.24], [3.20, -1.26, 3.25], [-0.11, -0.16, 0.48], [-0.40, -0.08, -1.67], [0.23, 0.91, -0.35], [-0.73, 0.24, -0.87], [-2.31, 3.74, 0.70], [0.36, 1.09, -0.44], [-1.79, 1.16, -1.33]],
  "lowdin_charge": [-0.835, -0.061, -0.366, -0.316, 0.772, 0.528, 0.168, 0.089, 0.021],
  "homo_ev": -9.45,
  "homo_lumo_gap_ev": 8.34,
  "total_charge": 0,
  "lumo_ev": -1.10,
  "spin_multiplicity": 1
}

***

[7]
{
  "formula": "CH3NO2S2",
  "method": "ωB97M-V/def2-TZVPD",
  "elements": ["C", "N", "O", "O", "S", "S", "H", "H", "H"],
  "xyz": [[0.5705, 1.7423, 0.1967], [-1.7097, -1.3020, 2.5428], [0.3079, 0.2326, 2.5171], [0.1370, -1.5209, 0.8095], [-0.8286, 0.9256, 0.0784], [-0.5023, -0.7296, 1.8213], [-2.3126, -1.9971, 2.0933], [1.1328, 1.6724, 1.1798], [0.7278, 2.4086, -0.6474]],
  "atomic_forces_ev_per_a": [[-1.36, -0.39, 1.13], [0.50, 1.43, -0.12], [-0.49, -0.70, 0.83], [0.13, -0.36, -0.23], [0.30, 0.64, -0.60], [-0.25, -1.16, 0.56], [0.82, 0.33, -0.27], [-0.34, 0.17, -1.63], [0.69, 0.04, 0.34]],
  "lowdin_charge": [-0.361, -0.180, -0.393, -0.386, 0.823, 0.387, 0.038, 0.056, 0.017],
  "homo_ev": [-10.22, -10.22],
  "homo_lumo_gap_ev": [8.72, 8.72],
  "total_charge": 0,
  "lumo_ev": [-1.50, -1.50],
  "spin_multiplicity": 1
}

***

[8]
{
  "formula": "CH3NO3",
  "method": "ωB97M-V/def2-TZVPD",
  "elements": ["C", "N", "O", "O", "O", "H", "H", "H"],
  "xyz": [[1.5926, 0.4340, 0.0887], [0.9345, -0.5662, -0.0979], [-0.0926, -1.1449, -0.2324], [-1.9882, -0.3178, -0.5596], [-2.2592, 0.8435, 0.0569], [1.2195, 1.5171, -0.0230], [2.6464, 0.2721, 0.5823], [-2.0530, -1.0378, 0.1851]],
  "atomic_forces_ev_per_a": [[3.23, 4.21, 1.45], [0.27, -2.45, 0.82], [-0.06, -1.47, -0.68], [-2.18, 0.39, 2.18], [0.20, -1.20, -0.67], [0.36, -1.64, 0.08], [-1.91, 0.43, -1.39], [0.08, 1.72, -1.79]],
  "lowdin_charge": [-0.042, -0.148, 0.014, -0.114, -0.085, 0.109, 0.112, 0.154],
  "homo_ev": [-10.20, -8.76],
  "homo_lumo_gap_ev": [10.19, 8.26],
  "total_charge": 0,
  "lumo_ev": [-0.01, -0.50],
  "spin_multiplicity": 1
}

***

[9]
{
  "formula": "CH3NO3",
  "method": "ωB97M-V/def2-TZVPD",
  "elements": ["O", "N", "O", "C", "O", "H", "H", "H"],
  "xyz": [[-0.5348, -1.7769, 1.7650], [0.3901, -1.4829, 1.0936], [1.4194, -2.0190, 0.9818], [0.2701, -0.1468, 0.0000], [-0.9602, -0.0662, -0.5545], [0.5823, 0.7950, 0.4243], [0.9894, -0.5863, -0.6782], [-1.5154, 0.1362, 0.1738]],
  "atomic_forces_ev_per_a": [[-1.78, -0.41, 1.24], [-1.26, 4.09, -2.33], [3.03, -1.89, 0.18], [0.65, -2.05, 0.11], [0.46, -0.61, -0.56], [0.39, -0.09, 0.87], [0.05, 0.48, -0.37], [-1.54, 0.48, 0.88]],
  "lowdin_charge": [0.085, -0.402, 0.082, -0.103, 0.019, 0.122, 0.114, 0.083],
  "homo_ev": -10.50,
  "homo_lumo_gap_ev": 11.16,
  "total_charge": 0,
  "lumo_ev": 0.66,
  "smiles": "O=[N+]([O-])CO",
  "spin_multiplicity": 1
}

***

[10]
{
  "formula": "CH3NO3S",
  "method": "ωB97M-V/def2-TZVPD",
  "elements": ["C", "N", "O", "O", "O", "S", "H", "H", "H"],
  "xyz": [[0.0853, -0.2512, 0.4283], [0.0699, -0.0602, 1.8250], [0.6638, 0.7535, -0.2873], [-0.3409, -1.2391, -0.0410], [-1.1142, -0.1601, -1.7394], [-0.0131, 0.7190, -1.9093], [0.2227, 0.8813, 2.0918], [-0.7736, -0.5036, 2.0459], [1.2000, -0.1395, -2.4137]],
  "atomic_forces_ev_per_a": [[1.37, 0.75, 2.10], [1.21, 0.24, -2.42], [-0.20, 0.36, -0.58], [0.10, -2.63, 0.21], [-2.36, 0.45, -2.41], [3.29, -0.78, 0.33], [-0.24, 0.81, 0.57], [-1.28, -0.46, 1.48], [-1.89, 1.25, 0.72]],
  "lowdin_charge": [-0.702, 0.173, -0.267, 0.079, -0.491, 0.985, 0.082, 0.083, 0.059],
  "homo_ev": -9.78,
  "homo_lumo_gap_ev": 10.15,
  "total_charge": 0,
  "lumo_ev": 0.37,
  "spin_multiplicity": 1
}

***

[11]
{
  "formula": "CH3NO4",
  "method": "ωB97M-V/def2-TZVPD",
  "elements": ["C", "N", "O", "O", "O", "O", "H", "H", "H"],
  "xyz": [[-0.0745, 1.1115, 0.3991], [-0.6806, 0.0385, -0.3621], [-0.4225, -1.4386, 0.6701], [-0.4733, -0.4227, -1.4125], [0.8199, -1.6440, 0.0642], [0.7356, -1.7249, -1.2285], [-0.2527, 2.0815, -0.1775], [-0.7003, 0.9979, 1.3944], [1.0483, 1.0008, 0.6527]],
  "atomic_forces_ev_per_a": [[0.74, 0.82, 1.92], [-1.14, -1.17, 2.70], [0.11, 0.39, -1.32], [-0.65, 1.44, -2.94], [0.28, 0.52, 0.94], [0.87, -1.57, 0.41], [0.10, -1.34, 0.95], [1.47, 0.92, -2.00], [-1.78, -0.02, -0.65]],
  "lowdin_charge": [-0.041, -0.154, -0.054, 0.059, -0.143, -0.029, 0.114, 0.131, 0.117],
  "homo_ev": [-9.56, -9.77],
  "homo_lumo_gap_ev": [8.55, 9.25],
  "total_charge": 0,
  "lumo_ev": [-1.01, -0.52],
  "spin_multiplicity": 1
}

***

[12]
{
  "formula": "CH3NO4P",
  "method": "ωB97M-V/def2-TZVPD",
  "elements": ["C", "N", "O", "O", "O", "O", "P", "H", "H", "H"],
  "xyz": [[1.2302, -1.9992, -0.8746], [2.0545, -2.6099, 1.0861], [1.7379, -3.6391, 1.3807], [1.6197, 0.2931, 0.5371], [-0.5834, -0.8871, 0.8868], [-0.2891, 0.4166, -1.1828], [0.4967, -0.5096, -0.1830], [1.4069, 1.1364, 0.9532], [-1.5090, -0.8522, 0.6316], [0.0706, 0.5798, -2.0588]],
  "atomic_forces_ev_per_a": [[0.46, -0.17, 0.87], [-0.96, -1.60, -0.50], [0.62, 1.68, -0.45], [0.10, -0.29, -0.04], [0.41, 0.22, 0.25], [-0.02, -0.46, 0.34], [-0.30, 0.29, -0.18], [-0.07, 0.26, 0.18], [-0.41, -0.02, -0.09], [0.17, 0.10, -0.37]],
  "lowdin_spin": [1.135, 0.289, 0.273, 0.037, 0.050, 0.018, 0.192, 0.003, 0.001, 0.002],
  "homo_ev": [-14.47, -15.06],
  "homo_lumo_gap_ev": [8.27, 8.39],
  "total_charge": 1,
  "lumo_ev": [-6.20, -6.66],
  "spin_multiplicity": 3,
  "s2": 2.027
}

***

E_tot values (in eV) by entry order: -17502.8659; -17501.9570; -28337.9225; -28335.2705; -28334.9486; -28338.2590; -28338.0072; -8709.8809; -8714.5127; -19551.3174; -10754.1316; -20042.3601.